# 1
Computed, not measured: an isolated molecule of C5H10O2, with ωB97M-V/def2-TZVPD.

Structure (XYZ):
```
17
Properties=species:S:1:pos:R:3
C 1.63 -1.63 -0.36
C 0.95 -0.77 0.71
O -0.36 -1.27 0.92
C -1.18 -0.44 0.12
C -0.56 0.91 0.40
C -0.92 2.05 -0.53
O 0.82 0.58 0.28
H 0.86 -2.13 -0.96
H 2.24 -1.02 -1.03
H 2.24 -2.41 0.10
H 1.45 -0.78 1.69
H -1.08 -0.68 -0.95
H -2.21 -0.58 0.45
H -0.79 1.19 1.44
H -0.47 2.98 -0.20
H -2.01 2.18 -0.54
H -0.59 1.83 -1.55
```

For the lowest unoccupied orbital energy, the calculation gives 0.0404 Ha. The max |F| comes out at 0.36 eV Å⁻¹. The spin multiplicity is 1. For the energy above the lowest of the compared OMol25 structures with the same formula, charge and spin, the calculation gives 136.9 kJ/mol.

Atomic charges from the natural (NBO) analysis, expressed in e, are listed below: -0.656, 0.369, -0.526, -0.099, 0.070, -0.623, -0.536, 0.218, 0.223, 0.215, 0.160, 0.164, 0.200, 0.167, 0.222, 0.213, 0.216

# 2
Computed, not measured: an isolated molecule of C5H10O2, with ωB97M-V/def2-TZVPD.

Structure (XYZ):
```
17
Properties=species:S:1:pos:R:3
O 2.60 -0.18 -0.90
C 1.81 -0.72 0.16
C 0.43 -0.45 -0.34
C -0.85 -0.92 0.34
C -1.78 0.26 0.05
C -0.83 1.45 0.16
O 0.38 0.99 -0.39
H 2.20 0.71 -1.03
H 2.02 -0.23 1.12
H 1.97 -1.80 0.33
H 0.51 -0.79 -1.38
H -0.74 -1.07 1.43
H -1.19 -1.87 -0.08
H -2.63 0.33 0.73
H -2.12 0.19 -0.98
H -0.68 1.76 1.21
H -1.12 2.33 -0.42
```

For the lowest unoccupied orbital energy, the calculation gives 0.0368 Ha. The max |F| comes out at 0.83 eV Å⁻¹. The spin multiplicity is 1. For the energy above the lowest of the compared OMol25 structures with the same formula, charge and spin, the calculation gives 162.9 kJ/mol.

Atomic charges from the natural (NBO) analysis, expressed in e, are listed below: -0.726, -0.077, 0.060, -0.435, -0.424, -0.059, -0.564, 0.484, 0.168, 0.180, 0.188, 0.206, 0.225, 0.218, 0.206, 0.161, 0.190

# 3
Computed, not measured: an isolated molecule of C5H10O2 at a distorted geometry, with ωB97M-V/def2-TZVPD.

Structure (XYZ):
```
17
Properties=species:S:1:pos:R:3
C 2.87 -0.97 -0.12
C 1.37 -1.09 -0.13
O 0.84 0.21 -0.04
C -0.48 0.20 0.23
C -1.46 -0.17 -0.59
O -2.67 0.38 -0.31
C -2.51 1.73 0.34
H 3.21 -0.54 0.83
H 3.33 -1.95 -0.26
H 3.19 -0.29 -0.93
H 1.01 -1.57 -1.05
H 1.00 -1.68 0.72
H -0.76 0.40 1.26
H -1.37 -0.90 -1.41
H -3.53 1.91 0.62
H -1.89 1.92 1.25
H -2.12 2.42 -0.42
```

For the lowest unoccupied orbital energy, the calculation gives 0.0378 Ha. The max |F| comes out at 1.48 eV Å⁻¹. The spin multiplicity is 1. For the energy above the lowest of the compared OMol25 structures with the same formula, charge and spin, the calculation gives 373.3 kJ/mol.

Atomic charges from the natural (NBO) analysis, expressed in e, are listed below: -0.623, -0.056, -0.531, 0.010, 0.078, -0.512, -0.269, 0.212, 0.210, 0.215, 0.158, 0.166, 0.174, 0.192, 0.194, 0.188, 0.194

# 4
Computed, not measured: a structure of composition C5H10O2, with ωB97M-V/def2-TZVPD.

Structure (XYZ):
```
17
Properties=species:S:1:pos:R:3
C 0.04 2.22 -0.38
O -0.10 1.14 -1.31
C -1.22 0.43 -1.14
C -0.60 -1.30 -0.04
C 0.89 -1.37 -0.14
C 0.22 -1.30 1.20
O 0.26 -0.10 1.93
H -0.86 2.84 -0.40
H 0.90 2.81 -0.71
H 0.20 1.82 0.62
H -1.33 -0.18 -0.07
H -1.32 -0.26 -1.99
H -1.22 -2.16 -0.29
H 1.37 -2.29 -0.45
H 1.36 -0.45 -0.50
H 0.21 -2.19 1.82
H 1.16 0.00 2.27
```

For the lowest unoccupied orbital energy, the calculation gives 0.0303 Ha. The max |F| comes out at 0.28 eV Å⁻¹. The spin multiplicity is 1. For the energy above the lowest of the compared OMol25 structures with the same formula, charge and spin, the calculation gives 606.9 kJ/mol.

Atomic charges from the natural (NBO) analysis, expressed in e, are listed below: -0.265, -0.515, -0.076, -0.355, -0.461, 0.067, -0.712, 0.188, 0.187, 0.202, 0.258, 0.158, 0.222, 0.221, 0.229, 0.178, 0.473

# 5
Computed, not measured: an isolated molecule of C5H10O2, with ωB97M-V/def2-TZVPD.

Structure (XYZ):
```
17
Properties=species:S:1:pos:R:3
C 0.01 1.91 -0.64
C -0.47 0.99 0.44
O -0.91 1.43 1.48
C -0.21 -0.54 0.33
C -0.65 -1.12 -1.01
C 1.28 -0.85 0.60
O -0.99 -1.14 1.34
H 1.07 1.91 -0.37
H -0.31 2.95 -0.50
H -0.25 1.60 -1.66
H -1.69 -0.86 -1.22
H -0.58 -2.22 -0.95
H -0.02 -0.78 -1.84
H 1.38 -1.94 0.69
H 1.60 -0.42 1.55
H 1.95 -0.51 -0.20
H -1.21 -0.41 1.95
```

For the lowest unoccupied orbital energy, the calculation gives 0.0302 Ha. The max |F| comes out at 0.95 eV Å⁻¹. The spin multiplicity is 1. For the energy above the lowest of the compared OMol25 structures with the same formula, charge and spin, the calculation gives 90.5 kJ/mol.

Atomic charges from the natural (NBO) analysis, expressed in e, are listed below: -0.727, 0.597, -0.563, 0.141, -0.622, -0.625, -0.722, 0.246, 0.242, 0.235, 0.219, 0.228, 0.207, 0.228, 0.220, 0.206, 0.491

# 6
Computed, not measured: an isolated molecule of C5H10O2 at a distorted geometry, with ωB97M-V/def2-TZVPD.

Structure (XYZ):
```
17
Properties=species:S:1:pos:R:3
O 2.42 -0.18 -1.17
C 1.81 -0.78 0.25
C 0.45 -0.44 -0.22
C -0.86 -0.93 0.38
C -1.76 0.24 -0.02
C -0.85 1.45 0.18
O 0.44 1.00 -0.16
H 2.08 0.75 -1.17
H 2.21 -0.22 1.10
H 1.91 -1.87 0.48
H 0.73 -0.67 -1.31
H -0.85 -1.06 1.47
H -1.14 -1.89 -0.06
H -2.68 0.31 0.56
H -1.99 0.15 -1.09
H -0.83 1.80 1.23
H -1.07 2.31 -0.46
```

For the lowest unoccupied orbital energy, the calculation gives 0.0363 Ha. The max |F| comes out at 3.18 eV Å⁻¹. The spin multiplicity is 1. For the energy above the lowest of the compared OMol25 structures with the same formula, charge and spin, the calculation gives 314.1 kJ/mol.

Atomic charges from the natural (NBO) analysis, expressed in e, are listed below: -0.773, -0.077, 0.008, -0.436, -0.424, -0.059, -0.567, 0.484, 0.199, 0.199, 0.243, 0.205, 0.226, 0.217, 0.208, 0.162, 0.186

| no. | orbital gap (eV) | calculated total energy (eV) | HOMO (eV) |
| --- | --- | --- | --- |
| 1 | 10.9 | -9441.6240 | -9.768 |
| 2 | 10.7 | -9441.3544 | -9.736 |
| 3 | 9.3 | -9439.1744 | -8.252 |
| 4 | 8.7 | -9436.7530 | -7.901 |
| 5 | 10.8 | -9442.1048 | -9.954 |
| 6 | 10.3 | -9439.7872 | -9.360 |